(1)
The following is a DFT calculation (the ωB97M-V functional and the def2-TZVPD basis) of a cluster of 2 separate species, C3H8N2O in total.

Output
E_tot (eV): -8267.5635
Energy relative to the best compared isomer or geometry (same formula, charge and spin) (eV): 1.763
Maximum force (eV Å⁻¹): 0.68
SMILES string: CN=C=O.CN
Molecular weight (g mol⁻¹): 88.11

Element x y z (Å)
1 C 1.87036 -0.32996 -1.33462
2 N 0.77322 0.03956 -0.47682
3 C 0.23524 1.14281 -0.53544
4 O -0.06167 2.26658 -0.76130
5 H 2.13658 0.48770 -2.01137
6 H 2.74110 -0.58396 -0.72351
7 H 1.60078 -1.21499 -1.92421
8 C -1.14122 -0.80607 1.21882
9 N -1.40411 0.56115 0.78981
10 H -1.98697 -1.28403 1.72053
11 H -0.84067 -1.40983 0.35519
12 H -0.27353 -0.79403 1.88376
13 H -2.26394 0.67600 0.26488
14 H -1.38517 1.24907 1.53428

(2)
The following is a DFT calculation (the ωB97M-V functional and the def2-TZVPD basis) of a cluster of 2 separate species, C11H17Cl3N3P in total in a non-equilibrium geometry.

Output
E_tot (eV): -62999.5025
Maximum force (eV Å⁻¹): 12.13
SMILES string: [H]/N=C/C[C@@H](C#N)[C@H](C#N)P(CC)CC.ClC(Cl)Cl
Molecular weight (g mol⁻¹): 328.61

Element x y z (Å)
1 H 2.20631 1.69275 1.45434
2 N 2.33277 0.66768 1.21216
3 C 2.38686 0.56574 -0.15673
4 C 2.56833 -0.88747 -0.91068
5 C 1.12327 -1.27581 -1.65261
6 C 1.35638 -2.33815 -2.91322
7 N 1.75284 -3.17324 -3.81683
8 C 0.04549 -1.99139 -0.63943
9 C -1.18095 -2.78639 -1.41713
10 N -2.01164 -3.51552 -2.11857
11 P -0.70035 -0.81123 0.67440
12 C -1.90814 -1.76260 1.81204
13 C -1.04386 -2.13664 3.19272
14 C -1.48243 0.74847 -0.10078
15 C -1.59857 2.00545 0.97715
16 H 2.32976 1.52080 -0.84203
17 H 2.92474 -1.72307 -0.17225
18 H 3.35710 -0.80849 -1.77348
19 H 0.66902 -0.25799 -2.01603
20 H 0.65718 -2.82109 -0.03823
21 H -2.11004 -2.81128 1.27584
22 H -2.89895 -1.17936 2.03886
23 H -1.39455 -3.13743 3.69122
24 H -1.04034 -1.21345 3.94819
25 H 0.08348 -2.22979 2.81701
26 H -0.79617 1.14345 -0.99352
27 H -2.55208 0.55978 -0.53724
28 H -0.53790 2.34550 1.38386
29 H -2.32734 1.75747 1.87791
30 H -2.04525 2.96784 0.43028
31 Cl -0.17415 5.31231 -0.13681
32 C 0.46077 4.22683 -1.38502
33 Cl 0.95001 2.67951 -0.67369
34 Cl -0.74350 3.97260 -2.65964
35 H 1.34189 4.69421 -1.83206